The following is a DFT calculation (ωB97M-V/def2-TZVPD) of 2 unconnected molecules or ions with the total composition C22H33N6O2 in a non-equilibrium geometry.

Computed properties:
2S+1 = 1
Net charge = +1
E_LUMO = -2.764 eV
Largest force on an atom = 1.86 eV/A

Last column: Löwdin charge in e.
Atoms and positions in Å:
O -2.432 -0.301 3.406  0.042
O -0.062 2.025 -0.428  0.064
C -1.458 -0.915 2.990  -0.549
C 0.314 1.267 0.458  -0.481
C -2.647 5.062 4.104  -0.475
C 2.466 -6.010 -2.011  -0.088
C -1.874 -1.099 -5.227  -0.089
C 2.122 -5.572 -3.292  -0.072
C 2.523 -5.096 -0.957  -0.083
C -0.597 -1.196 -5.786  -0.075
C -2.043 -1.244 -3.849  -0.080
C 1.824 -4.223 -3.519  -0.019
C 2.229 -3.749 -1.185  -0.042
C 0.513 -1.436 -4.967  -0.050
C -0.936 -1.485 -3.031  -0.034
C 1.861 -3.293 -2.461  -0.174
C 0.354 -1.582 -3.574  -0.190
N -3.566 4.996 5.024  0.220
N 1.524 0.697 0.468  0.036
N 2.698 -1.085 -3.038  0.056
N -1.454 4.528 4.311  0.107
N -0.519 -0.362 2.212  0.100
N -2.955 5.669 2.991  0.238
C -1.267 -2.369 3.356  0.006
C 2.556 0.947 -0.538  -0.050
C 1.512 -1.828 -2.629  -0.339
C -0.311 4.525 3.376  -0.142
C -0.470 3.497 2.248  -0.174
C -0.376 2.044 2.753  -0.132
C -0.622 1.000 1.641  -0.193
H 2.696 -7.057 -1.836  0.103
H -2.734 -0.916 -5.865  0.102
H 2.081 -6.283 -4.113  0.105
H 2.802 -5.435 0.036  0.100
H -0.464 -1.086 -6.859  0.103
H -3.036 -1.174 -3.415  0.101
H 1.548 -3.914 -4.521  0.106
H 2.286 -3.050 -0.358  0.099
H 1.497 -1.514 -5.417  0.107
H -1.090 -1.599 -1.963  0.108
H -3.384 4.516 5.887  0.140
H -4.475 5.387 4.858  0.138
H 1.770 0.127 1.258  0.126
H 3.232 -1.629 -3.715  0.085
H 2.426 -0.187 -3.438  0.081
H -1.310 4.070 5.196  0.161
H 0.220 -0.971 1.899  0.128
H -2.267 5.721 2.261  0.123
H -3.869 6.059 2.852  0.142
H -2.095 -2.682 3.992  0.089
H -1.262 -2.975 2.452  0.086
H -0.331 -2.496 3.896  0.084
H 2.099 1.098 -1.519  0.077
H 3.123 1.843 -0.283  0.088
H 3.239 0.097 -0.603  0.081
H 1.208 -1.440 -1.651  0.112
H -0.193 5.519 2.937  0.124
H 0.605 4.301 3.927  0.135
H 0.331 3.685 1.534  0.120
H -1.424 3.647 1.741  0.115
H -1.114 1.903 3.543  0.106
H 0.615 1.885 3.181  0.125
H -1.636 1.137 1.258  0.159

---

The following is a DFT calculation (ωB97M-V/def2-TZVPD) of a molecular structure, C22H33N9OSScSiTe.

Computed properties:
ΔE to the lowest compared entry with this formula, charge and spin = 0.448 eV
2S+1 = 2
E_LUMO (alpha / beta) = 0.213 / 0.210 eV
Largest force on an atom = 0.12 eV/A

Last column: Löwdin spin population.
Atoms and positions in Å:
Sc 0.117 -0.203 -0.283  0.053
C 3.861 -0.628 0.969  0.000
C 2.892 0.144 1.813  0.001
C 3.323 0.803 2.945  0.000
C 2.392 1.558 3.661  0.001
C 1.081 1.602 3.267  0.000
C 0.670 0.852 2.136  0.002
N 1.610 0.174 1.421  0.001
N -0.584 0.707 1.647  0.001
Si -1.936 1.487 2.441  0.000
C -2.082 0.911 4.230  0.000
C -1.777 3.357 2.378  0.001
C -3.594 1.049 1.697  0.000
H 4.645 -1.066 1.585  0.000
H 4.335 0.037 0.245  0.000
H 3.341 -1.420 0.432  0.000
H 4.358 0.744 3.249  0.000
H 2.707 2.114 4.536  0.000
H 0.366 2.191 3.818  0.000
H -1.182 1.046 4.828  0.000
H -2.344 -0.150 4.263  0.000
H -2.891 1.459 4.720  0.000
H -0.857 3.733 2.828  0.000
H -2.618 3.823 2.898  0.000
H -1.792 3.702 1.342  0.001
H -3.825 -0.011 1.808  0.000
H -3.706 1.295 0.642  0.000
H -4.346 1.615 2.257  0.000
O -0.137 -1.248 -2.187  0.007
N -1.325 -1.254 -2.783  0.001
C -1.343 -1.221 -4.131  0.000
C -2.524 -1.259 -4.819  0.000
C -3.715 -1.332 -4.093  0.000
C -3.674 -1.346 -2.721  0.000
C -2.453 -1.290 -2.030  0.000
S -2.307 -1.224 -0.326  0.002
H -0.365 -1.154 -4.583  0.000
H -2.511 -1.223 -5.898  0.000
H -4.667 -1.363 -4.606  0.000
H -4.576 -1.381 -2.129  0.000
N 3.393 0.275 -3.352  0.014
C 3.107 -0.276 -2.176  -0.005
N 1.997 0.246 -1.701  0.025
C 1.618 1.145 -2.681  0.028
N 2.460 1.193 -3.700  0.087
C 0.398 1.885 -2.536  0.156
C -0.019 2.843 -3.449  -0.008
N -1.136 3.542 -3.338  0.212
C -1.868 3.247 -2.214  0.081
C -1.496 2.318 -1.296  0.087
N -0.348 1.579 -1.405  0.250
H 4.177 0.097 -3.954  0.000
H 3.707 -1.043 -1.722  0.000
H 0.609 3.036 -4.314  -0.005
H -2.789 3.799 -2.075  0.003
H -2.117 2.113 -0.436  0.003
N -0.823 -2.399 2.582  0.000
H -0.835 -1.381 2.590  0.000
H -0.742 -2.718 3.541  0.000
H -1.730 -2.696 2.237  0.000
C 2.143 -3.568 1.795  0.000
Te 0.820 -3.227 0.157  0.000
C 2.278 -3.647 -1.359  0.000
H 3.140 -3.773 1.409  0.000
H 1.791 -4.418 2.373  0.000
H 2.156 -2.678 2.418  0.000
H 2.369 -4.719 -1.516  0.000
H 3.247 -3.239 -1.077  0.000
H 1.926 -3.167 -2.271  0.000